A molecular structure, C27H22N6O3STc. Source: OMol25; level of theory: ωB97M-V with the def2-TZVPD basis set.

```
60
Properties=species:S:1:pos:R:3:forces:R:3:mulliken_spin:R:1
Tc 0.327378 0.233501 -0.733441 1.7231 0.9138 0.7019 2.589
O -1.068446 3.221950 3.470216 -0.0447 0.0550 0.1171 0.000
C -1.273020 4.038683 2.430109 0.0174 0.0694 -0.1701 -0.003
C -1.977442 5.219913 2.675003 0.0126 -0.0590 0.0852 0.001
C -2.220465 6.115618 1.658205 0.0109 -0.0413 0.0229 -0.002
C -1.775180 5.861784 0.357523 0.0155 -0.0078 -0.0678 0.001
C -1.097866 4.696177 0.096587 -0.0455 0.0521 -0.0221 0.001
C -0.837502 3.764374 1.116062 0.0142 -0.0238 -0.0348 0.001
C -0.141796 2.534544 0.777845 -0.0520 -0.1416 0.7882 -0.016
O 0.113823 2.255334 -0.474782 0.3187 -0.9827 -0.6652 0.067
N 0.214130 1.691742 1.734713 -0.2584 0.3912 -0.2135 0.056
N 0.860849 0.617102 1.181190 0.1370 -0.4755 -0.2087 -0.010
C 1.842826 0.072570 1.854070 -0.0905 0.1173 -0.1020 0.010
C 2.862128 -0.710429 1.261739 0.0853 -0.0512 -0.3969 0.041
C 3.817739 -1.338084 2.091159 -0.0388 0.0015 0.0426 -0.022
C 4.939855 -1.911111 1.561705 0.0327 -0.0287 -0.0776 0.039
C 5.164980 -1.835056 0.175214 0.0078 -0.0099 0.1652 0.006
C 4.269098 -1.217048 -0.662097 -0.1896 0.0863 -0.1874 0.008
C 3.086393 -0.663142 -0.151631 0.2357 -0.3468 0.7710 0.078
O 2.240403 -0.071967 -0.961997 -0.5985 0.4706 -0.5544 0.153
H -0.492926 2.484265 3.202358 -0.0023 -0.0308 -0.0238 0.002
H -2.304480 5.405475 3.689129 -0.0131 0.0341 -0.0135 0.000
H -2.757350 7.029848 1.873844 0.0043 0.0021 0.0068 0.000
H -1.953675 6.578206 -0.431684 -0.0090 -0.0004 0.0071 0.000
H -0.739111 4.483490 -0.901193 0.0015 0.0015 0.0019 0.001
H 1.927792 0.336264 2.905255 -0.0641 0.0945 -0.0111 -0.007
H 3.649102 -1.352274 3.161191 0.0015 0.0161 -0.0013 -0.001
H 5.660100 -2.397212 2.203830 0.0136 0.0056 -0.0130 0.002
H 6.070032 -2.258087 -0.240347 -0.0080 -0.0205 -0.0020 0.001
H 4.451078 -1.148531 -1.726384 0.0011 0.0177 0.0076 0.001
N 0.276648 -3.639057 -2.232620 -0.0640 0.0299 -0.1415 0.008
C 0.440631 -4.108926 -0.936680 0.0668 0.1498 0.2016 0.001
C 0.618539 -5.390952 -0.430145 -0.0069 -0.0553 -0.0629 0.000
C 0.722351 -5.501471 0.939384 0.0043 -0.0085 -0.0373 0.000
C 0.636993 -4.377412 1.778360 -0.0177 0.0225 0.0110 0.001
C 0.470573 -3.107249 1.272236 -0.0038 0.0563 0.0149 -0.006
C 0.393833 -2.977772 -0.113200 -0.0827 -0.2263 -0.0338 -0.005
N 0.208794 -1.863983 -0.927158 -0.0733 -0.0065 -0.1513 -0.048
C 0.136193 -2.308986 -2.176856 0.0197 -0.0624 0.2100 0.041
C -0.065286 -1.352526 -3.249105 -0.0131 0.0346 -0.1898 -0.002
C -0.259827 -1.495062 -4.584722 0.0098 -0.0075 0.0295 -0.002
S -0.447951 0.036353 -5.318497 0.0171 0.0426 0.1588 0.007
C -0.265752 0.795280 -3.812893 0.0310 -0.0237 -0.1764 0.019
N -0.075389 -0.038002 -2.822332 0.0049 0.0231 -0.0439 -0.050
H 0.248874 -4.202167 -3.068147 0.0154 -0.0068 0.0079 -0.001
H 0.669148 -6.257180 -1.075734 -0.0100 -0.0072 0.0162 0.000
H 0.862051 -6.478335 1.380812 -0.0105 0.0005 0.0035 0.000
H 0.690935 -4.519755 2.848881 0.0174 0.0064 -0.0009 0.000
H 0.381607 -2.248476 1.922925 0.0078 -0.0175 0.0057 0.004
H -0.308227 -2.400690 -5.167927 0.0139 0.0049 -0.0042 0.001
H -0.286089 1.868388 -3.686038 -0.0202 -0.0036 -0.0064 -0.001
C -5.054270 0.778129 -0.999771 0.1018 -0.0205 0.0076 0.005
C -4.090517 1.102054 0.155648 -0.3779 0.1220 -0.0734 -0.005
C -2.736099 0.684281 -0.129517 0.1907 -0.1812 0.1119 0.099
N -1.661513 0.355271 -0.359425 -1.1603 0.0392 0.1251 -0.070
H -6.032824 1.184763 -0.758864 -0.0065 -0.0067 0.0088 0.000
H -5.150208 -0.296726 -1.139189 -0.0057 0.0004 -0.0004 0.000
H -4.714123 1.229012 -1.930379 -0.0232 0.0172 0.0051 0.000
H -4.409452 0.615124 1.079565 0.0886 -0.0108 0.0269 0.005
H -4.058113 2.178184 0.348026 0.0684 -0.0135 0.0255 0.003
```
Forces are in eV/Å.

## Properties
* total charge: +2
* total energy: -56460.672 eV
* max |F|: 2.1 eV/Å
* E_LUMO (alpha / beta): -6.1 / -7.9 eV
* gap between HOMO and LUMO (alpha / beta): 6.93 / 5.07 eV
* <S²>: 3.78
* energy relative to the best compared isomer or geometry (same formula, charge and spin): 0.6238 eV
* multiplicity: 4

---

A molecular structure, C7H10. Source: OMol25; level of theory: ωB97M-V with the def2-TZVPD basis set.

```
17
Properties=species:S:1:pos:R:3:forces:R:3:nbo_charge:R:1
C 1.747859 0.705766 -0.330806 -0.0276 -0.0124 0.0503 -0.617
C 0.479969 0.423472 -1.108729 0.1094 0.0198 -0.0761 -0.196
C -0.460130 -0.702293 -0.805732 -0.0059 -0.1561 -0.0175 -0.243
C -0.389101 -1.311790 0.583565 -0.0201 0.0696 -0.0255 -0.471
C -0.762930 -0.135229 1.480092 0.1681 0.0153 0.1004 -0.285
C -1.031252 1.082641 0.833932 0.1632 -0.3288 -0.1087 -0.195
C -0.917889 0.751131 -0.620125 -0.1752 0.2166 -0.0762 -0.314
H 2.555017 0.047263 -0.672468 -0.1172 0.0848 0.0478 0.211
H 2.067351 1.741311 -0.487886 -0.0484 -0.1491 0.0297 0.221
H 1.630824 0.563344 0.747235 0.0069 0.0195 -0.1515 0.210
H 0.596418 0.610874 -2.175371 -0.0412 -0.0311 0.1647 0.220
H -0.832747 -1.308327 -1.626882 0.0576 0.1207 0.1328 0.226
H 0.612246 -1.676897 0.848601 -0.1277 0.0623 -0.0177 0.230
H -1.079049 -2.154002 0.708735 0.0987 0.1267 -0.0193 0.227
H -0.689226 -0.210463 2.567380 -0.0259 0.0350 -0.1584 0.228
H -1.948019 0.333429 1.388967 -0.1385 -0.0034 0.0031 0.322
H -1.579343 1.239770 -1.330509 0.1239 -0.0893 0.1221 0.226
```
Forces are in eV/Å.

## Properties
* total charge: 0
* total energy: -7416.985 eV
* max |F|: 0.4 eV/Å
* E_LUMO: 1.0 eV
* gap between HOMO and LUMO: 9.25 eV
* energy relative to the best compared isomer or geometry (same formula, charge and spin): 4.0502 eV

---

A molecular structure, C32H31NO2P2Pt. Source: OMol25; level of theory: ωB97M-V with the def2-TZVPD basis set.

```
69
Properties=species:S:1:pos:R:3:forces:R:3:nbo_charge:R:1
Pt -0.073833 -0.079807 0.088783 -0.8959 -0.9590 -0.1309 0.427
C -0.179733 -2.187707 -2.482517 0.0777 -0.0702 0.1392 -0.719
P 0.153167 -0.364307 -2.344617 -1.6697 -0.4147 0.4903 0.945
C -1.349233 0.475093 -2.937017 0.0528 0.0484 -0.2045 -0.371
C -1.255633 1.799993 -3.366217 0.0484 -0.0868 0.1326 -0.213
C -2.383133 2.488493 -3.771217 -0.0103 0.0786 -0.0354 -0.205
C -3.625633 1.880093 -3.700517 -0.0307 0.0273 0.0166 -0.198
C -3.735833 0.594693 -3.200017 -0.0840 0.0203 0.0154 -0.213
C -2.606033 -0.110507 -2.824417 0.1941 -0.0919 -0.0863 -0.136
C 1.360967 -0.166807 -3.701417 0.6240 0.7377 0.5661 -0.246
C 1.121067 0.499093 -4.902417 -0.3031 -0.3126 0.2457 -0.232
C 2.159367 0.742893 -5.780917 0.2045 -0.0642 -0.2291 -0.192
C 3.447267 0.323293 -5.487517 -0.0740 0.0316 0.0788 -0.198
C 3.694767 -0.356707 -4.302717 0.2336 0.0280 -0.2621 -0.210
C 2.666167 -0.582807 -3.415117 -0.3725 -0.1016 0.1117 -0.230
C -0.472733 -2.793007 -1.143517 0.2656 -0.2386 0.0211 0.063
C -0.950633 -4.037807 -0.801817 -0.1630 -0.1534 0.0939 -0.311
C -0.946033 -4.106807 0.613483 -0.1359 -0.1383 -0.0591 -0.309
C -0.465033 -2.901007 1.068783 0.2799 -0.1871 -0.0860 0.079
C -0.178133 -2.419307 2.462583 0.2810 -0.0634 -0.1259 -0.727
P 0.116667 -0.586407 2.431983 -1.6364 0.0503 -0.9530 1.017
C -1.360633 0.074193 3.247883 0.0105 -0.0392 0.2378 -0.280
C -1.361933 0.747693 4.463683 0.1016 -0.0912 -0.1671 -0.229
C -2.553033 1.230593 4.976083 -0.0947 0.0697 0.1218 -0.214
C -3.740233 1.034693 4.290483 0.0281 0.0526 0.1002 -0.203
C -3.742733 0.357393 3.081283 -0.0520 -0.0254 0.0597 -0.186
C -2.557733 -0.119207 2.558583 0.1141 -0.0399 -0.0464 -0.213
C 1.499567 -0.198807 3.520983 0.6258 0.4030 -0.4874 -0.401
C 2.384967 -1.126707 4.071883 -0.5298 -0.0102 -0.1539 -0.187
C 3.518967 -0.696607 4.732483 0.2727 0.1240 0.2075 -0.212
C 3.798467 0.655693 4.848583 -0.1128 -0.0722 -0.1158 -0.188
C 2.934567 1.587393 4.286983 0.2279 0.0944 0.2025 -0.227
C 1.807567 1.166693 3.619083 -0.3005 -0.3366 -0.1034 -0.116
N -0.145433 -2.127707 -0.004617 0.7315 -0.1474 0.1247 -0.616
H 0.721467 -2.639107 -2.916017 -0.0840 0.1147 -0.0239 0.238
H -0.994033 -2.360607 -3.192717 0.0964 0.0880 -0.0297 0.246
H -0.294133 2.298193 -3.365517 0.0296 0.0296 -0.0803 0.216
H -2.292933 3.501493 -4.140117 -0.0008 0.0379 0.0441 0.215
H -4.507633 2.415593 -4.015817 -0.1017 0.0635 -0.0071 0.214
H -4.709333 0.140793 -3.090317 -0.0751 -0.0667 -0.0316 0.216
H -2.708533 -1.114107 -2.435517 0.0065 -0.0801 0.0558 0.215
H 0.116667 0.798993 -5.162317 0.0079 0.0995 0.0220 0.234
H 1.960867 1.262493 -6.707917 -0.0197 0.0140 -0.0455 0.218
H 4.254367 0.529593 -6.174117 0.0640 -0.0063 -0.0623 0.218
H 4.694967 -0.698907 -4.079717 0.0534 -0.0210 0.0622 0.219
H 2.856867 -1.113307 -2.488917 0.0704 -0.0260 0.0645 0.208
H -1.261533 -4.811207 -1.477517 -0.1175 -0.1508 -0.1581 0.207
H -1.251433 -4.939807 1.219183 -0.1112 -0.1419 0.0914 0.207
H 0.722367 -2.911607 2.846883 -0.1268 0.0242 0.0352 0.230
H -1.004533 -2.650307 3.144283 0.1906 0.1596 -0.0328 0.254
H -0.436633 0.901393 5.001983 0.0015 -0.0040 0.0588 0.215
H -2.552033 1.761393 5.917083 -0.0186 0.0397 0.0740 0.212
H -4.661933 1.416093 4.702483 -0.1126 0.0442 0.0104 0.213
H -4.667333 0.215993 2.544183 -0.0828 -0.0310 -0.0879 0.218
H -2.541633 -0.635107 1.603783 -0.0558 0.0811 -0.0159 0.237
H 2.188967 -2.187007 4.002583 -0.0019 -0.0258 -0.0442 0.216
H 4.196667 -1.423807 5.155483 0.0330 -0.0565 0.0419 0.218
H 4.692467 0.981793 5.356483 0.0899 0.0380 0.0675 0.218
H 3.157967 2.641393 4.361183 -0.0028 0.0827 -0.0103 0.220
H 1.143867 1.883193 3.150983 0.0459 0.0799 -0.0299 0.217
C 0.055167 2.791393 -0.055917 -0.5859 0.7791 -0.4564 -0.745
C -1.007433 1.701893 0.024783 2.4795 0.4958 0.5859 0.387
O -2.186533 1.936993 0.055283 -0.1861 -0.3454 -0.1024 -0.595
H -0.332333 3.630693 -0.631817 0.0237 0.3875 -0.0027 0.205
H 0.990867 2.433893 -0.487817 -0.1641 -0.0417 0.0995 0.221
H 0.257267 3.121593 0.962283 0.0225 0.0599 0.1255 0.227
O 2.647367 0.449793 0.215283 0.6107 0.3467 0.1454 -0.940
H 2.911967 -0.352607 0.676783 0.0584 -0.0593 -0.1588 0.478
H 2.859667 0.326893 -0.715917 0.0552 -0.1312 0.0763 0.474
```
Forces are in eV/Å.

## Properties
* total charge: 0
* total energy: -61096.604 eV
* max |F|: 2.6 eV/Å
* E_LUMO: -0.2 eV
* gap between HOMO and LUMO: 6.29 eV
* energy relative to the best compared isomer or geometry (same formula, charge and spin): 1.2400 eV